{
  "formula": "C5H11NO",
  "method": "ωB97M-V/def2-TZVPD",
  "species": ["O", "H", "H", "C", "H", "H", "H", "N", "H", "C", "C", "H", "H", "H", "H", "C", "H", "C"],
  "xyz": [[1.397, -2.566, 0.736], [-1.726, 1.791, 0.498], [-2.964, 1.118, -1.337], [-1.997, 0.631, -1.278], [1.757, 1.702, 0.458], [0.889, 1.986, -1.054], [-0.252, -1.210, -0.706], [-0.022, 0.628, 0.334], [1.747, -0.767, 1.548], [-1.473, 0.787, 0.143], [1.286, -1.370, 0.747], [-2.152, -0.416, -1.557], [-1.312, 1.082, -1.994], [1.166, -0.323, -1.132], [-1.960, 0.138, 0.878], [0.519, -0.570, -0.284], [0.315, 2.698, 0.458], [0.762, 1.804, 0.025]],
  "atomic_forces_ev_per_a": [[0.0, 0.0, 0.0], [0.2, 0.0, -0.1], [-0.2, 0.1, -0.2], [-0.1, -0.4, 0.2], [0.1, 0.0, 0.0], [0.0, 0.0, -0.1], [-0.1, -0.1, 0.1], [-0.5, 0.1, -0.2], [0.0, 0.1, 0.1], [0.4, 0.4, 0.7], [0.2, -0.1, -0.2], [0.1, 0.1, 0.0], [-0.1, 0.1, -0.1], [0.3, 0.0, 0.0], [-0.2, -0.2, -0.4], [0.0, 0.0, 0.2], [-0.1, -0.1, 0.1], [0.1, 0.2, 0.0]],
  "multiplicity": 1,
  "e_above_lowest_kcal_mol": 39.7,
  "total_energy_ha": -327.0680,
  "e_homo_ev": -8.74,
  "smiles": "CCN(C)CC=O",
  "e_lumo_ev": 0.935
}

***

{
  "formula": "C5H11NO",
  "method": "ωB97M-V/def2-TZVPD",
  "species": ["H", "C", "H", "H", "H", "C", "H", "H", "H", "H", "C", "N", "H", "C", "H", "O", "H", "C"],
  "xyz": [[0.915, -2.017, 0.194], [-0.794, -0.134, 0.984], [0.039, 2.564, -2.050], [-0.873, -2.345, 0.968], [0.304, 2.070, 0.397], [0.582, 1.328, -0.356], [1.661, 1.408, -0.534], [1.161, -1.156, -1.335], [2.238, -0.853, 0.047], [-2.165, -1.496, 1.841], [-1.101, -1.487, 1.603], [0.328, 0.007, 0.210], [-1.272, 1.539, -1.432], [1.199, -1.059, -0.241], [0.037, 0.828, -2.408], [-1.520, 0.823, 1.218], [-0.541, -1.596, 2.537], [-0.199, 1.576, -1.642]],
  "atomic_forces_ev_per_a": [[0.1, 0.2, -0.1], [0.1, 0.0, 0.0], [0.0, -0.1, 0.1], [-0.1, 0.1, 0.0], [0.0, -0.1, -0.1], [0.1, 0.1, 0.0], [-0.1, 0.0, 0.0], [0.0, 0.0, 0.2], [-0.2, 0.0, 0.0], [0.1, 0.0, 0.0], [-0.1, 0.0, 0.0], [-0.2, 0.0, 0.1], [0.1, 0.0, 0.0], [0.0, -0.1, 0.0], [0.0, 0.1, 0.1], [0.2, -0.2, -0.1], [0.0, 0.0, -0.1], [0.0, 0.0, 0.0]],
  "multiplicity": 1,
  "e_above_lowest_kcal_mol": 8.6,
  "total_energy_ha": -327.1177,
  "e_homo_ev": -9.16,
  "smiles": "CCN(C)C(C)=O",
  "e_lumo_ev": 0.913
}

***

{
  "formula": "C5H11NO",
  "method": "ωB97M-V/def2-TZVPD",
  "species": ["N", "H", "H", "C", "H", "H", "C", "H", "H", "C", "H", "C", "C", "O", "H", "H", "H", "H"],
  "xyz": [[-0.003, -0.359, 0.748], [0.706, -1.216, 2.477], [-2.062, -0.763, 1.073], [0.899, -1.157, 1.389], [-1.590, 0.934, 1.276], [-1.967, 0.369, -1.092], [1.509, 0.439, -1.024], [-1.130, -0.261, 2.492], [2.304, -0.212, -0.665], [-1.262, -0.096, 1.420], [-0.894, 1.756, -0.819], [-0.957, 0.754, -1.258], [0.138, -0.157, -0.708], [1.839, -1.736, 0.879], [0.059, -1.140, -1.196], [1.623, 0.563, -2.104], [-0.818, 0.860, -2.338], [1.608, 1.423, -0.551]],
  "atomic_forces_ev_per_a": [[0.2, -0.2, 0.1], [0.0, 0.0, -0.1], [0.1, 0.1, 0.0], [0.1, 0.0, 0.0], [0.1, -0.1, 0.0], [0.1, 0.0, 0.0], [0.1, 0.0, 0.0], [0.0, 0.0, -0.1], [-0.1, 0.1, -0.1], [-0.1, 0.1, 0.1], [0.0, -0.1, 0.0], [-0.1, 0.0, 0.0], [0.0, 0.0, -0.1], [-0.3, 0.1, 0.1], [0.0, 0.1, 0.1], [-0.1, 0.0, 0.1], [0.0, 0.0, 0.1], [0.0, -0.1, -0.1]],
  "multiplicity": 1,
  "e_above_lowest_kcal_mol": 13.7,
  "total_energy_ha": -327.1095,
  "e_homo_ev": -9.35,
  "smiles": "CC(C)N(C)C=O",
  "e_lumo_ev": 0.878
}

***

{
  "formula": "C5H11NO",
  "method": "ωB97M-V/def2-TZVPD",
  "species": ["C", "C", "H", "C", "H", "C", "N", "H", "H", "H", "C", "O", "H", "H", "H", "H", "H", "H"],
  "xyz": [[-1.851, -1.946, 0.071], [1.700, 0.816, 1.257], [-1.328, 0.866, -3.853], [2.055, 1.057, -0.177], [0.037, 0.078, 2.688], [0.370, 0.243, 1.655], [-1.464, -1.232, 1.031], [-1.435, -1.947, -0.955], [2.488, 0.354, 1.843], [2.087, 0.120, -0.758], [-0.631, -0.148, 0.858], [-0.525, 0.646, -3.373], [1.560, 1.836, 1.663], [3.108, 1.380, -0.185], [-0.432, 1.266, -2.639], [-2.736, -2.574, 0.219], [1.464, 1.853, -0.629], [-0.569, 0.307, -0.168]],
  "atomic_forces_ev_per_a": [[-0.5, -0.1, -0.6], [-1.7, 2.2, 1.4], [0.0, 0.2, 0.2], [1.1, -0.9, -0.5], [1.4, -0.4, 0.2], [-1.5, -1.4, 0.7], [-1.3, 1.2, 1.3], [-0.1, 0.5, 0.3], [0.0, -0.2, -0.1], [-0.5, 0.4, -0.1], [2.2, 0.3, -3.2], [0.3, -0.2, 0.1], [0.8, 0.0, 0.3], [-0.3, 0.2, -0.1], [-0.2, 0.0, -0.2], [0.6, -0.4, 0.2], [-0.1, -0.3, -0.2], [-0.2, -0.9, 0.3]],
  "multiplicity": 1,
  "e_above_lowest_kcal_mol": 74.3,
  "total_energy_ha": -327.0129,
  "e_homo_ev": -8.21,
  "smiles": "C=N/C=C/CC.O",
  "e_lumo_ev": 0.718
}